Arrangement 1

14
Properties=species:S:1:pos:R:3:nbo_charge:R:1 method="wB97M-V/def2-TZVPD" lumo_energy_ev=-3.9 smiles="CN1[NH2+]CN=C1I" charge=+1 orbital_gap_ha=0.356
C -0.594 -0.316 -1.130 0.2205
C 1.485 0.418 -0.948 -0.1005
C -1.150 -0.585 1.362 -0.4156
N 0.415 -0.050 -1.841 -0.4372
N -0.557 0.115 0.192 -0.3172
N 0.718 0.751 0.382 -0.4050
I -2.367 -0.806 -1.976 0.3312
H 2.165 -0.467 -0.943 0.2485
H 1.867 1.233 -1.442 0.2412
H -0.547 -1.523 1.533 0.2030
H -0.812 -0.045 2.178 0.2151
H -2.211 -0.722 1.214 0.2678
H 1.267 0.289 1.113 0.4624
H 0.322 1.710 0.305 0.4857



Arrangement 2

14
Properties=species:S:1:pos:R:3:nbo_charge:R:1 method="wB97M-V/def2-TZVPD" lumo_energy_ev=-4.3 charge=+1 orbital_gap_ha=0.341
C -0.067 0.419 1.510 0.3099
C -2.091 2.308 0.659 0.0019
C 0.094 -2.189 -0.379 -0.4344
N 0.602 -0.503 1.242 -0.0954
N -1.865 1.059 0.551 -0.6421
N 0.913 -1.630 0.673 -0.3647
I -3.160 -0.234 -0.207 0.4519
H -0.053 0.988 2.411 0.2479
H -3.164 2.651 0.454 0.2055
H -1.283 3.152 0.856 0.2366
H -0.634 -2.821 0.120 0.2203
H -0.500 -1.374 -0.911 0.2101
H 0.743 -2.805 -1.031 0.2417
H 1.856 -1.794 0.505 0.4110



Arrangement 3

14
Properties=species:S:1:pos:R:3:nbo_charge:R:1 method="wB97M-V/def2-TZVPD" lumo_energy_ev=-3.6 smiles="C[N@H+]1CN1/C=N/I" charge=+1 orbital_gap_ha=0.335
C 1.247 -1.198 -0.607 0.2162
C -1.057 -0.830 0.715 -0.0294
C -1.013 1.667 0.102 -0.4627
N -0.060 -0.629 -0.298 -0.2509
N 2.195 -0.428 -1.040 -0.6105
N -0.398 0.444 0.555 -0.2064
I 3.883 -1.125 -1.846 0.4319
H 1.172 -2.239 -0.603 0.1974
H -2.139 -0.833 0.375 0.2476
H -0.826 -1.403 1.630 0.2399
H -1.856 1.741 0.841 0.2517
H -0.175 2.417 0.012 0.2638
H -1.288 1.715 -1.018 0.2776
H 0.315 0.699 1.182 0.4339



Unit: hartree. Relative energies: arrangement 1 0.0000; arrangement 2 0.0660; arrangement 3 0.0499.



Arrangement 1

22
Properties=species:S:1:pos:R:3:mulliken_spin:R:1 method="wB97M-V/def2-TZVPD" lumo_energy_ev="-2.9 / -10.3" charge=+1 spin_multiplicity=2 orbital_gap_ha="0.431 / 0.161" s_squared=0.753
C -0.475 -0.661 -0.885 0.1709
C 0.857 -0.615 -1.615 0.0901
C -1.496 0.363 -1.635 0.3704
C -1.196 -2.008 -0.879 0.1579
H -0.434 -0.367 0.163 0.0037
H 1.318 0.361 -1.521 0.0038
H 0.833 -0.955 -2.647 -0.0023
H -1.939 -0.108 -2.504 -0.0009
H -2.272 0.607 -0.904 0.0140
H -0.924 1.262 -1.851 0.0218
H -1.661 -2.274 0.073 0.0174
H -2.062 -2.163 -1.541 0.0400
H -0.428 -2.710 -1.246 0.0534
H 1.479 -1.336 -1.057 0.0603
C 0.438 1.637 2.535 -0.0002
C 1.674 0.899 2.038 0.0000
H -0.126 1.279 3.401 0.0000
H 0.706 2.628 2.914 0.0000
H -0.309 1.837 1.762 0.0000
H 1.861 -0.135 2.301 0.0001
H 2.580 1.492 2.156 -0.0001
H 1.577 0.970 0.943 -0.0002



Arrangement 2

22
Properties=species:S:1:pos:R:3:mulliken_spin:R:1 method="wB97M-V/def2-TZVPD" lumo_energy_ev="-3.0 / -10.2" charge=+1 spin_multiplicity=2 orbital_gap_ha="0.423 / 0.158" s_squared=0.753
C -2.258 -1.139 -0.198 0.1893
C -1.396 -2.082 -1.113 0.2307
C -1.706 -0.202 0.892 0.1449
H -2.700 -0.514 -0.978 0.0563
H -2.909 -1.903 0.279 0.0854
H -1.229 -3.127 -0.889 -0.0047
H -1.898 0.853 0.839 -0.0043
H -0.401 -1.499 -1.046 0.1048
H -1.573 -1.858 -2.155 0.0029
H -2.159 -0.609 1.783 0.0032
H -0.646 -0.461 0.984 0.0726
C 2.093 1.466 0.474 -0.0046
C 1.713 0.037 0.780 0.0826
C 1.428 2.011 -0.834 0.0038
H 1.633 2.110 1.248 0.0013
H 3.172 1.588 0.519 0.0155
H 1.915 -0.134 1.849 -0.0028
H 0.427 1.580 -0.814 0.0012
H 1.188 3.071 -0.731 -0.0002
H 2.403 -0.707 0.365 0.0149
H 0.814 -0.447 0.456 0.0076
H 2.088 1.965 -1.710 -0.0003



Unit: hartree. Relative energies: arrangement 1 0.0000; arrangement 2 0.0341.



Arrangement 1

27
Properties=species:S:1:pos:R:3:nbo_charge:R:1 method="wB97M-V/def2-TZVPD" lumo_energy_ev=0.7 smiles=Cn1nccc1[C@@]1(O)[C@@H]2CCC[C@@H]21 charge=0 orbital_gap_ha=0.353
C -2.499 1.600 0.327 -0.3610
C -3.824 1.125 0.429 -0.0414
C -1.827 0.485 -0.155 0.1488
C 2.834 0.298 0.216 -0.4266
C 1.891 -0.864 0.415 -0.4108
C 1.942 1.469 -0.274 -0.3939
C 0.531 -0.169 0.797 -0.2365
C 0.515 1.301 0.402 -0.2577
C -0.337 0.373 -0.381 0.2237
C -2.427 -1.766 -0.682 -0.3983
N -3.944 -0.149 0.143 -0.2800
N -2.714 -0.496 -0.236 -0.1669
O -0.098 0.028 -1.686 -0.7097
H -2.177 2.646 0.249 0.2304
H -4.777 1.635 0.868 0.2072
H 3.486 0.418 1.044 0.2139
H 3.578 -0.041 -0.493 0.2085
H 1.632 -1.383 -0.484 0.2136
H 2.126 -1.682 1.270 0.2210
H 2.441 2.445 0.023 0.2357
H 1.898 1.249 -1.444 0.1774
H -0.101 -0.595 1.665 0.2348
H 0.222 2.038 1.094 0.2383
H -3.045 -2.058 -1.490 0.2154
H -1.303 -1.759 -0.821 0.2302
H -2.703 -2.523 0.142 0.1993
H 0.513 0.574 -2.166 0.4850



Arrangement 2

27
Properties=species:S:1:pos:R:3:nbo_charge:R:1 method="wB97M-V/def2-TZVPD" lumo_energy_ev=0.9 smiles=c1cc(NC[C@@H]2CCCO2)ccn1 charge=0 orbital_gap_ha=0.339
C -3.350 -0.181 0.928 0.0545
N -3.467 -1.018 -0.094 -0.4640
C -2.573 -0.906 -1.062 0.0576
C -1.536 0.007 -1.066 -0.3510
C -1.400 0.882 0.018 0.2377
N -0.448 1.868 0.089 -0.5755
H -0.377 2.276 1.012 0.3836
C 0.824 1.768 -0.576 -0.2315
H 1.279 2.761 -0.566 0.2064
C 1.790 0.746 0.107 0.0782
C 2.265 -0.386 -0.819 -0.4277
H 1.547 -0.544 -1.624 0.1996
C 2.277 -1.600 0.107 -0.4267
H 3.204 -1.635 0.681 0.2038
C 1.103 -1.274 1.025 -0.0663
H 0.149 -1.554 0.554 0.1728
H 1.165 -1.745 2.007 0.1918
O 1.156 0.126 1.219 -0.5366
H 2.146 -2.541 -0.421 0.2183
H 3.237 -0.170 -1.256 0.2210
H 2.654 1.297 0.506 0.1743
H 0.660 1.491 -1.619 0.1954
C -2.358 0.770 1.035 -0.3166
H -2.306 1.418 1.897 0.2108
H -0.855 0.033 -1.902 0.2116
H -2.694 -1.597 -1.887 0.1883
H -4.094 -0.292 1.707 0.1902



Unit: hartree. Relative energies: arrangement 1 0.1008; arrangement 2 0.0000.



Arrangement 1

49
Properties=species:S:1:pos:R:3:nbo_charge:R:1 method="wB97M-V/def2-TZVPD" lumo_energy_ev=0.6 smiles="COc1ccc(S(=O)(=O)N2CC=C(C(=O)NC3CCCC3)CC2)cc1" charge=0 orbital_gap_ha=0.358
C 5.942 -4.322 1.733 -0.2549
H 6.858 -4.709 2.175 0.2053
O 5.452 -3.370 2.650 -0.4832
C 4.298 -2.722 2.370 0.3220
C 3.540 -2.908 1.215 -0.2758
C 2.372 -2.185 1.038 -0.1647
C 1.962 -1.287 2.000 -0.3825
C 2.703 -1.094 3.154 -0.1447
C 3.867 -1.807 3.339 -0.2567
H 4.467 -1.684 4.226 0.2317
H 2.348 -0.390 3.889 0.2398
S 0.465 -0.342 1.784 2.3114
O -0.186 -0.758 0.568 -0.9547
O -0.314 -0.395 2.987 -0.9433
N 1.102 1.219 1.701 -0.6560
C 0.089 2.235 1.913 -0.2772
C -0.731 2.453 0.678 -0.1996
C -0.294 2.097 -0.523 -0.0580
C -1.142 2.227 -1.752 0.6590
O -0.777 2.806 -2.756 -0.6290
N -2.341 1.624 -1.620 -0.6033
H -2.511 1.076 -0.790 0.4030
C -3.312 1.533 -2.687 -0.0678
C -4.703 1.983 -2.205 -0.4084
H -4.628 2.659 -1.355 0.2157
H -5.220 2.502 -3.012 0.2069
C -5.433 0.684 -1.876 -0.4036
H -6.514 0.808 -1.844 0.2132
H -5.102 0.297 -0.911 0.1918
C -4.980 -0.247 -2.997 -0.4022
H -5.520 -0.003 -3.913 0.1965
H -5.153 -1.297 -2.767 0.2121
C -3.491 0.073 -3.161 -0.4157
H -2.891 -0.581 -2.526 0.2094
H -3.157 -0.060 -4.188 0.2184
H -2.930 2.179 -3.481 0.2398
C 1.065 1.508 -0.765 -0.4651
C 1.899 1.473 0.518 -0.2306
H 2.661 0.692 0.464 0.2183
H 2.398 2.434 0.674 0.2099
H 1.568 2.092 -1.539 0.2435
H 0.922 0.495 -1.149 0.2344
H -1.706 2.899 0.813 0.2143
H -0.543 1.882 2.731 0.2462
H 0.585 3.160 2.233 0.2129
H 1.765 -2.315 0.155 0.2425
H 3.846 -3.608 0.455 0.2193
H 5.234 -5.143 1.590 0.1804
H 6.172 -3.865 0.766 0.1793



Arrangement 2

49
Properties=species:S:1:pos:R:3:nbo_charge:R:1 method="wB97M-V/def2-TZVPD" lumo_energy_ev=0.6 smiles="COc1ccc(S(=O)(=O)N2[C@@H]3CC[C@H]2C[C@H](NC(=O)C2CC2)C3)cc1" charge=0 orbital_gap_ha=0.350
C -7.692 -0.178 0.518 -0.2545
H -8.571 0.003 1.134 0.2046
O -6.674 0.629 1.065 -0.4847
C -5.450 0.621 0.486 0.3173
C -5.096 -0.152 -0.620 -0.2695
C -3.811 -0.077 -1.126 -0.1549
C -2.885 0.763 -0.543 -0.3721
C -3.221 1.536 0.555 -0.1619
C -4.498 1.466 1.069 -0.2600
H -4.794 2.057 1.921 0.2305
H -2.478 2.192 0.979 0.2405
S -1.225 0.791 -1.193 2.3384
O -1.256 0.569 -2.609 -0.9423
O -0.557 1.973 -0.711 -0.9535
N -0.643 -0.612 -0.507 -0.7070
C 0.330 -1.408 -1.235 -0.0470
C 1.643 -0.627 -1.338 -0.4201
H 2.376 -1.183 -1.926 0.2206
H 1.427 0.314 -1.850 0.2127
C 2.212 -0.333 0.057 -0.0593
N 3.297 0.619 -0.032 -0.6085
C 4.585 0.292 0.233 0.6819
O 4.914 -0.818 0.605 -0.6510
C 5.556 1.407 0.035 -0.3350
C 6.772 1.433 0.925 -0.3952
C 6.918 1.046 -0.503 -0.3944
H 7.085 0.002 -0.723 0.2327
H 7.388 1.732 -1.191 0.2150
H 7.140 2.393 1.251 0.2150
H 6.840 0.649 1.663 0.2342
H 5.127 2.354 -0.267 0.2147
H 3.061 1.540 -0.366 0.3956
H 2.664 -1.241 0.470 0.2342
C 1.120 0.191 0.998 -0.4439
H 1.475 0.167 2.029 0.2171
C -0.162 -0.639 0.861 -0.0349
H -0.938 -0.249 1.525 0.2173
C 0.104 -2.140 1.067 -0.4144
H 0.910 -2.302 1.780 0.2171
H -0.793 -2.630 1.444 0.2178
C 0.453 -2.654 -0.344 -0.4152
H 1.453 -3.077 -0.398 0.2183
H -0.259 -3.414 -0.662 0.2184
H 0.884 1.223 0.733 0.2372
H -0.062 -1.620 -2.230 0.2343
H -3.514 -0.657 -1.985 0.2373
H -5.811 -0.808 -1.091 0.2182
H -7.912 0.100 -0.517 0.1799
H -7.431 -1.240 0.564 0.1784



Unit: hartree. Relative energies: arrangement 1 0.0025; arrangement 2 0.0000.



Arrangement 1

47
Properties=species:S:1:pos:R:3:nbo_charge:R:1 method="wB97M-V/def2-TZVPD" lumo_energy_ev=0.6 smiles="CCOCCCNS(=O)(=O)c1ccc2c(c1)CCN2C(=O)CC" charge=0 orbital_gap_ha=0.333
C -6.337 -2.382 -0.355 -0.6373
C -4.993 -1.659 -0.369 -0.0647
O -4.693 -1.035 0.869 -0.5616
C -5.316 0.215 1.093 -0.0657
C -4.598 1.396 0.428 -0.4500
C -3.182 1.594 0.974 -0.2270
N -2.291 0.502 0.641 -0.8733
S -1.727 0.461 -0.940 2.3052
O -2.234 -0.706 -1.610 -0.9485
O -1.946 1.746 -1.544 -0.9502
C 0.018 0.246 -0.642 -0.3350
C 0.543 -1.026 -0.537 -0.1651
C 1.890 -1.213 -0.260 -0.2370
C 2.683 -0.087 -0.091 0.1580
C 2.141 1.199 -0.205 0.0356
C 0.804 1.375 -0.478 -0.2068
H 0.358 2.351 -0.584 0.2377
C 3.213 2.227 -0.005 -0.4469
H 3.361 2.810 -0.916 0.2237
H 2.959 2.921 0.796 0.2258
C 4.453 1.384 0.338 -0.2020
N 4.048 -0.014 0.188 -0.4332
C 4.876 -1.091 0.345 0.6965
O 4.475 -2.233 0.267 -0.6065
C 6.344 -0.787 0.580 -0.4929
C 7.069 -0.681 -0.763 -0.5952
H 8.131 -0.512 -0.604 0.2148
H 6.944 -1.605 -1.322 0.2218
H 6.677 0.137 -1.365 0.1988
H 6.487 0.119 1.167 0.2084
H 6.757 -1.631 1.135 0.2365
H 4.772 1.564 1.370 0.1995
H 5.287 1.611 -0.328 0.2046
H 2.314 -2.199 -0.179 0.2638
H -0.113 -1.867 -0.689 0.2375
H -2.718 -0.389 0.873 0.4242
H -3.202 1.693 2.064 0.1959
H -2.744 2.494 0.538 0.2258
H -4.524 1.236 -0.650 0.2157
H -5.185 2.299 0.603 0.2157
H -6.361 0.190 0.762 0.1721
H -5.302 0.347 2.180 0.1835
H -4.957 -0.933 -1.189 0.1747
H -4.184 -2.375 -0.528 0.1966
H -7.162 -1.682 -0.239 0.2003
H -6.469 -2.919 -1.290 0.2154
H -6.367 -3.091 0.469 0.2109



Arrangement 2

47
Properties=species:S:1:pos:R:3:nbo_charge:R:1 method="wB97M-V/def2-TZVPD" lumo_energy_ev=0.4 smiles="CS(=O)(=O)N(CCc1ccccc1)CC(=O)NC[C@H]1CCCO1" charge=0 orbital_gap_ha=0.350
C 0.799 1.064 -3.190 -0.8572
H 1.753 0.565 -3.287 0.2391
H 0.840 2.053 -3.629 0.2497
H -0.002 0.483 -3.627 0.2420
S 0.435 1.251 -1.430 2.3300
O 1.595 1.795 -0.785 -0.9467
O -0.796 1.991 -1.320 -0.9683
N 0.176 -0.308 -0.946 -0.7032
C 1.280 -1.013 -0.324 -0.2342
H 2.034 -0.270 -0.053 0.2384
C 1.892 -2.054 -1.274 -0.4252
C 0.852 -3.036 -1.732 -0.0311
C 0.386 -4.019 -0.867 -0.1703
C -0.610 -4.893 -1.264 -0.2141
C -1.154 -4.797 -2.534 -0.2232
C -0.693 -3.824 -3.405 -0.1947
C 0.302 -2.950 -3.005 -0.2292
H 0.660 -2.194 -3.690 0.2039
H -1.110 -3.747 -4.398 0.2118
H -1.931 -5.478 -2.845 0.2153
H -0.964 -5.650 -0.580 0.2168
H 0.804 -4.096 0.126 0.2083
H 2.687 -2.572 -0.735 0.2232
H 2.333 -1.549 -2.134 0.2020
H 0.925 -1.504 0.585 0.2268
C -1.168 -0.687 -0.560 -0.3100
H -1.861 -0.103 -1.164 0.2362
C -1.376 -0.405 0.936 0.6563
O -1.321 -1.283 1.773 -0.6283
N -1.578 0.897 1.201 -0.6305
H -1.497 1.554 0.433 0.4256
C -1.524 1.434 2.539 -0.2403
H -1.688 0.611 3.238 0.2370
H -2.316 2.178 2.666 0.1931
C -0.156 2.080 2.828 0.0927
H 0.616 1.305 2.730 0.1775
C 0.140 3.279 1.909 -0.4498
H 0.810 3.015 1.095 0.2474
H -0.790 3.661 1.484 0.1956
C 0.736 4.306 2.871 -0.4241
H 0.573 5.333 2.553 0.2145
C -0.003 3.964 4.161 -0.0644
H 0.528 4.257 5.068 0.1898
O -0.113 2.554 4.167 -0.5277
H -1.003 4.423 4.169 0.1553
H 1.805 4.134 2.997 0.2048
H -1.307 -1.753 -0.754 0.2395



Unit: hartree. Relative energies: arrangement 1 0.0045; arrangement 2 0.0000.



Arrangement 1

8
Properties=species:S:1:pos:R:3:nbo_charge:R:1 method="wB97M-V/def2-TZVPD" lumo_energy_ev=0.3 charge=0 orbital_gap_ha=0.392
C 0.755 -0.257 -0.184 0.2809
C -0.200 -0.634 0.943 -0.4841
N 0.447 0.003 -1.342 -0.6051
Br 2.631 -0.467 0.476 -0.0798
Br -0.482 -2.541 0.599 0.0295
H -1.041 -0.086 0.926 0.2269
H 0.172 -0.560 1.976 0.2479
H 1.181 0.079 -2.050 0.3838



Arrangement 2

8
Properties=species:S:1:pos:R:3:nbo_charge:R:1 method="wB97M-V/def2-TZVPD" lumo_energy_ev=-0.4 charge=0 orbital_gap_ha=0.359
C -0.632 -0.084 0.416 0.4352
C -0.079 0.783 -0.600 -0.5622
N -0.077 -0.530 1.351 -0.5759
Br -2.871 -0.396 -0.042 -0.2784
Br -0.288 2.589 0.140 0.0273
H -0.761 0.991 -1.464 0.2754
H 1.006 0.710 -0.987 0.2788
H -0.544 -1.062 2.029 0.3998



Unit: hartree. Relative energies: arrangement 1 0.0000; arrangement 2 0.0265.